{"formula": "C6H10N2O", "method": "ωB97M-V/def2-TZVPD", "symbols": ["O", "N", "N", "C", "C", "C", "C", "C", "C", "H", "H", "H", "H", "H", "H", "H", "H", "H", "H"], "positions_angstrom": [[0.2873, -1.4374, -1.5766], [-0.0116, -2.8147, 1.4975], [1.0287, 1.0413, 0.2738], [0.5135, -0.9837, -0.2564], [-0.3841, 0.5204, 0.1206], [0.1964, -1.9213, 0.7837], [-1.1440, 1.0645, -1.0696], [1.7978, -0.1116, -0.0508], [-1.1266, 0.5210, 1.4073], [-0.7416, 2.0419, -1.3098], [-2.1650, 1.1434, -1.0104], [-0.8118, 0.3362, -2.0419], [2.3548, -0.3726, 0.8081], [-1.4575, 1.4234, 1.7617], [1.1977, 1.9878, -0.1413], [-1.9617, -0.1435, 1.3051], [2.4713, -0.0423, -0.9733], [-0.4657, 0.1911, 2.1284], [0.4220, -2.4439, -1.6562]], "nbo_charge": [-0.698, -0.303, -0.670, 0.138, 0.212, 0.238, -0.649, -0.220, -0.642, 0.213, 0.215, 0.240, 0.194, 0.223, 0.372, 0.215, 0.198, 0.222, 0.500], "smiles": "CC1(C)NC[C@@]1(O)C#N", "fmax_ev_per_a": 5.547, "e_homo_ev": -8.935, "de_lowest_kcal_mol": 70.7}